Arrangement P

The following is a quantum chemistry calculation of a cluster of 2 separate species, C2H6N4 in total, from OMol25.

Cartesian coordinates (Å):
H -1.651 -0.186 2.267
N -1.351 0.793 2.079
C -0.166 0.957 1.614
N 0.905 0.153 1.793
H 0.073 1.956 1.167
H 0.796 -0.805 2.095
H 1.557 0.452 1.051
N 0.807 -0.498 -3.209
C -0.053 -0.574 -2.388
N -0.908 -0.433 -1.564
H 1.693 -0.800 -3.196
H -1.704 -1.015 -1.709

net charge	0
highest occupied orbital energy	-0.332	Ha
E_LUMO	0.60	eV
frontier orbital gap	9.64	eV
SMILES	[H]/N=C\N.N=C=N

Arrangement Q

The following is a quantum chemistry calculation of a structure of composition C2H6N4, from OMol25.

Cartesian coordinates (Å):
C 0.324 1.379 0.591
N -0.075 0.616 -0.579
C -0.019 -1.284 -0.348
N -1.828 0.171 -0.652
N -1.708 -0.976 -0.503
N 0.391 -1.637 0.783
H 0.277 1.029 -1.445
H 1.115 -2.347 0.780
H 0.263 -1.652 -1.335
H 1.286 1.878 0.450
H 0.402 0.683 1.432
H -0.427 2.138 0.826

net charge	0
highest occupied orbital energy	-0.323	Ha
E_LUMO	0.57	eV
frontier orbital gap	9.36	eV

Arrangement R

The following is a quantum chemistry calculation of an isolated molecule of C2H6N4, from OMol25.

Cartesian coordinates (Å):
H 1.766 -1.718 0.066
N 2.170 -0.837 -0.066
C 1.395 0.159 -0.072
N -0.005 0.279 0.095
N -0.575 1.584 -0.001
C -0.883 -0.809 0.131
N -2.120 -0.720 -0.142
H -2.706 -1.545 -0.149
H 1.822 1.186 -0.131
H -0.260 2.079 0.832
H -0.259 2.116 -0.835
H -0.345 -1.774 0.272

net charge	0
highest occupied orbital energy	-0.343	Ha
E_LUMO	0.86	eV
frontier orbital gap	10.20	eV
SMILES	[H]/N=C\N(N)/C=N/[H]

Arrangement S

The following is a quantum chemistry calculation of an isolated molecule of C2H6N4, from OMol25.

Cartesian coordinates (Å):
H 1.653 -0.782 2.436
N 1.476 0.429 2.254
C 0.680 0.885 1.352
N -0.098 0.472 0.386
C 0.286 -0.650 -0.455
N -0.258 -0.996 -1.557
N -1.467 -0.295 -1.833
H 0.593 1.988 1.589
H -0.041 1.350 -0.389
H 1.029 -1.379 0.052
H -1.795 -0.733 -2.728
H -2.058 -0.288 -1.107

net charge	0
highest occupied orbital energy	-0.327	Ha
E_LUMO	0.80	eV
frontier orbital gap	9.70	eV
SMILES	[H]/N=C\N/C=N\N

Which structure is most stable? arrangement P, by 0.0111 hartree over the runner-up.

Arrangement P

The following is a quantum chemistry calculation of a structure of composition H24KrO12, from OMol25.

Cartesian coordinates (Å):
Kr 0.045 -0.382 -0.051
O -1.435 -1.767 3.224
H -0.514 -1.637 3.450
H -1.432 -2.515 2.627
O -2.771 0.657 2.719
H -2.088 -0.011 2.670
H -2.666 1.166 1.915
O -1.350 -1.647 -3.468
H -1.484 -1.978 -2.580
H -1.478 -0.701 -3.393
O -0.404 3.636 -0.752
H -0.214 3.174 -1.569
H -0.366 4.563 -0.986
O -2.541 1.832 0.031
H -2.162 1.176 -0.554
H -1.949 2.581 -0.032
O -1.412 -3.090 -1.147
H -1.496 -3.037 -0.195
H -0.667 -3.673 -1.289
O 1.334 -1.464 3.509
H 1.938 -1.009 2.923
H 1.375 -0.969 4.327
O 2.866 0.549 2.167
H 3.532 0.854 2.784
H 2.330 1.321 1.991
O 1.175 -2.402 -3.851
H 0.303 -2.072 -3.637
H 1.767 -1.692 -3.603
O 1.961 3.084 1.002
H 1.371 2.857 0.283
H 2.839 2.968 0.638
O -2.226 0.861 -2.779
H -1.805 1.603 -3.213
H -2.960 0.634 -3.350
O 3.733 -1.469 0.178
H 3.351 -0.784 0.727
H 3.499 -1.219 -0.716

net charge	0
highest occupied orbital energy	-0.364	Ha
E_LUMO	-0.69	eV
frontier orbital gap	9.23	eV

Arrangement Q

The following is a quantum chemistry calculation of a structure of composition H24KrO12, from OMol25.

Cartesian coordinates (Å):
Kr 0.341 -0.163 -0.386
O 3.904 0.604 1.153
H 3.287 1.331 1.235
H 3.386 -0.175 1.354
O -0.381 -3.450 1.082
H -0.446 -4.360 1.374
H -1.205 -3.286 0.625
O -0.136 3.511 -0.207
H 0.592 3.139 0.291
H -0.495 4.190 0.364
O 1.886 -3.061 -0.530
H 1.686 -3.092 -1.465
H 1.031 -3.098 -0.100
O -2.976 1.878 0.288
H -2.299 2.192 -0.312
H -2.807 0.940 0.371
O -1.595 -1.933 -3.126
H -0.890 -1.286 -3.151
H -1.200 -2.731 -3.478
O -3.002 -0.948 0.680
H -3.827 -0.964 1.165
H -2.997 -1.770 0.189
O 2.384 -1.490 2.234
H 2.678 -2.378 2.438
H 1.640 -1.614 1.645
O 0.076 0.673 -3.609
H -0.152 0.529 -4.528
H 1.008 0.890 -3.624
O 0.101 0.629 3.118
H 0.103 -0.296 3.364
H -0.821 0.883 3.149
O 1.861 2.504 1.782
H 1.269 1.887 2.213
H 1.808 3.298 2.314
O -1.634 2.412 -2.759
H -1.100 1.638 -2.938
H -1.077 2.967 -2.214

net charge	0
highest occupied orbital energy	-0.362	Ha
E_LUMO	-0.32	eV
frontier orbital gap	9.53	eV

Which structure is most stable? arrangement P, by 0.0030 hartree over the runner-up.

Arrangement P

The following is a quantum chemistry calculation of a cluster of 8 separate species, C16H36Cl14PS in total, from OMol25.

Cartesian coordinates (Å):
C -3.885 -1.553 2.125
P -3.877 -2.459 0.561
C -2.776 -1.968 -0.786
S -5.020 -4.059 0.382
H -3.631 -0.519 1.912
H -3.132 -1.939 2.797
H -4.865 -1.563 2.580
H -1.773 -1.854 -0.389
H -3.093 -0.998 -1.148
H -2.746 -2.682 -1.595
H -6.170 -4.058 -0.310
H -4.616 -5.304 0.769
Cl 1.045 -0.883 -0.064
C 0.936 -0.923 1.720
C 0.843 -2.329 2.238
Cl -0.734 -3.057 1.800
H 0.082 -0.331 2.024
H 1.842 -0.453 2.101
H 0.907 -2.328 3.323
H 1.630 -2.963 1.841
Cl -1.683 2.222 2.755
C -0.688 2.874 1.413
C 0.712 3.231 1.836
Cl 0.732 4.632 2.929
H -1.209 3.737 1.009
H -0.645 2.103 0.649
H 1.294 3.493 0.958
H 1.201 2.408 2.345
Cl 4.867 -0.485 1.899
C 4.756 0.417 0.364
C 5.138 1.861 0.569
Cl 3.937 2.759 1.550
H 3.746 0.317 -0.021
H 5.443 -0.056 -0.336
H 5.204 2.371 -0.390
H 6.097 1.938 1.071
Cl -3.637 -7.004 2.049
C -3.513 -5.814 3.390
C -2.130 -5.794 3.986
Cl -1.769 -7.304 4.847
H -4.265 -6.072 4.129
H -3.748 -4.831 2.982
H -2.062 -4.982 4.708
H -1.372 -5.648 3.223
Cl 6.153 -2.407 -2.764
C 4.530 -3.092 -3.027
C 3.493 -2.395 -2.189
Cl 3.710 -2.729 -0.451
H 4.573 -4.153 -2.806
H 4.293 -2.962 -4.081
H 2.498 -2.741 -2.462
H 3.533 -1.318 -2.328
Cl 0.309 3.565 -2.930
C -0.788 2.342 -3.612
C -0.484 0.948 -3.127
Cl 1.072 0.359 -3.764
H -0.714 2.402 -4.693
H -1.798 2.622 -3.317
H -1.255 0.265 -3.482
H -0.442 0.895 -2.044
Cl -1.415 6.651 -4.288
C -1.436 8.055 -3.188
C -0.113 8.259 -2.499
Cl 0.247 6.961 -1.330
H -2.235 7.902 -2.469
H -1.671 8.929 -3.791
H -0.137 9.192 -1.940
H 0.704 8.301 -3.212

net charge	+1
highest occupied orbital energy	-0.448	Ha
E_LUMO	-4.02	eV
frontier orbital gap	8.18	eV

Arrangement Q

The following is a quantum chemistry calculation of a structure of composition C16H36Cl14PS, from OMol25.

Cartesian coordinates (Å):
C -3.288 -2.541 1.713
P -1.749 -3.178 2.427
C -0.132 -2.683 1.775
S -1.862 -4.348 4.005
H -3.093 -2.356 0.623
H -3.575 -1.570 2.184
H -4.102 -3.295 1.796
H -0.103 -1.564 1.706
H -0.021 -3.104 0.745
H 0.700 -3.026 2.428
H -1.690 -5.682 3.949
H -1.897 -3.882 5.288
Cl 0.578 1.087 0.720
C -1.086 1.694 0.962
C -1.428 1.815 2.423
Cl -1.568 0.184 3.158
H -1.775 1.027 0.448
H -1.131 2.679 0.494
H -2.394 2.303 2.541
H -0.675 2.372 2.978
Cl -2.777 -1.226 -0.363
C -1.453 -0.798 -1.493
C -1.644 0.549 -2.145
Cl -3.008 0.552 -3.286
H -1.388 -1.591 -2.236
H -0.533 -0.785 -0.908
H -0.743 0.800 -2.705
H -1.829 1.331 -1.410
Cl 0.001 5.197 0.300
C 1.246 4.463 -0.752
C 0.886 4.636 -2.206
Cl -0.542 3.644 -2.624
H 1.329 3.408 -0.494
H 2.189 4.958 -0.522
H 1.703 4.301 -2.845
H 0.657 5.675 -2.436
Cl -2.463 -2.550 7.098
C -3.778 -1.827 6.109
C -3.753 -0.319 6.174
Cl -4.180 0.272 7.794
H -4.719 -2.230 6.478
H -3.634 -2.152 5.078
H -4.487 0.081 5.474
H -2.771 0.073 5.918
Cl 5.092 4.983 1.513
C 4.898 3.412 2.331
C 3.664 2.688 1.854
Cl 2.168 3.514 2.366
H 4.864 3.595 3.403
H 5.781 2.817 2.100
H 3.636 1.680 2.269
H 3.647 2.615 0.767
Cl 2.373 -0.772 -3.939
C 2.734 -2.036 -2.741
C 2.574 -1.549 -1.322
Cl 3.817 -0.346 -0.891
H 3.749 -2.383 -2.922
H 2.044 -2.860 -2.928
H 2.691 -2.388 -0.635
H 1.599 -1.089 -1.160
Cl 2.569 -2.943 -7.051
C 1.386 -2.547 -8.326
C 1.239 -1.059 -8.529
Cl 0.465 -0.259 -7.135
H 0.438 -3.004 -8.050
H 1.745 -3.006 -9.247
H 0.603 -0.875 -9.395
H 2.203 -0.582 -8.692

net charge	+1
highest occupied orbital energy	-0.441	Ha
E_LUMO	-3.73	eV
frontier orbital gap	8.26	eV

Which structure is most stable? arrangement P, by 0.0620 hartree over the runner-up.

Arrangement P

The following is a quantum chemistry calculation of a cluster of 2 separate species, CH4O2PS in total, from OMol25.

Cartesian coordinates (Å):
C -0.927 -0.150 0.743
O 3.323 1.374 0.988
O 2.721 1.062 -1.443
P 2.704 0.345 0.109
S 3.749 -1.385 0.006
H -0.595 0.821 0.291
H -1.402 -0.920 0.236
H -0.302 -0.428 1.553
H 1.883 0.907 -1.886

net charge	-1
highest occupied orbital energy (alpha / beta)	-0.143 / -0.120	Ha
E_LUMO (alpha / beta)	3.21 / 2.89	eV
frontier orbital gap (alpha / beta)	7.11 / 6.14	eV

Arrangement Q

The following is a quantum chemistry calculation of a cluster of 2 separate species, CH4O2PS in total, from OMol25.

Cartesian coordinates (Å):
C 0.282 -0.655 0.511
O -2.341 0.131 1.101
O -0.955 1.795 -0.142
P -0.933 0.610 1.118
S 1.886 0.104 0.466
H 0.059 -1.444 -1.025
H 0.183 -1.614 1.123
H -1.872 2.141 -0.323
H 1.352 1.317 0.244

net charge	-1
highest occupied orbital energy	-0.103	Ha
E_LUMO	3.51	eV
frontier orbital gap	6.31	eV

Which structure is most stable? arrangement P, by 0.0305 hartree over the runner-up.